1.
ORCA calculation (ωB97M-V/def2-TZVPD) on a structure of composition C31H34F5N9O8OsS.

Last column: Löwdin charge in e.
Positions of all 89 atoms, in Å:
Os  -0.167  -0.796  0.350  1.636
C  1.955  0.585  2.217  -0.051
N  0.906  -0.464  2.210  -0.362
C  1.551  -1.715  2.688  -0.042
C  -0.181  -0.070  3.144  -0.150
C  -1.023  0.963  2.445  -0.113
N  -1.214  0.529  1.030  -0.127
C  -2.337  1.189  0.431  -0.125
C  -2.160  2.233  -0.468  -0.167
F  -0.926  2.544  -0.885  0.089
C  -3.241  2.944  -0.952  -0.199
F  -3.022  3.911  -1.835  0.135
C  -4.523  2.638  -0.543  0.132
C  -4.704  1.624  0.378  -0.185
F  -5.916  1.327  0.815  0.148
C  -3.625  0.916  0.882  -0.156
F  -3.814  0.020  1.840  0.139
H  2.396  0.641  3.213  0.115
H  1.535  1.557  1.972  0.086
H  2.735  0.336  1.502  0.092
H  1.957  -1.558  3.689  0.117
H  2.372  -1.969  2.017  0.103
H  0.827  -2.521  2.710  0.061
H  0.232  0.316  4.079  0.152
H  -0.776  -0.957  3.365  0.098
H  -0.578  1.961  2.422  0.139
H  -2.001  1.047  2.918  0.142
H  -5.371  3.192  -0.923  0.160
C  6.649  -1.515  -7.063  -0.098
C  5.941  -0.502  -6.169  -0.292
S  4.358  -1.137  -5.683  0.647
O  4.544  -2.305  -4.849  -0.320
O  3.494  -1.204  -6.825  -0.284
C  3.641  0.104  -4.590  -0.191
C  4.156  -0.031  -3.164  -0.121
N  3.095  0.294  -2.189  0.076
C  2.231  -0.605  -1.694  -0.268
N  1.392  -0.005  -0.829  -0.043
C  1.742  1.326  -0.784  -0.046
C  2.773  1.510  -1.633  -0.100
N  3.402  2.773  -1.947  -0.320
O  4.178  2.795  -2.879  0.124
O  3.073  3.703  -1.251  0.143
C  2.240  -2.052  -2.044  0.050
H  7.617  -1.114  -7.355  0.089
H  6.069  -1.705  -7.964  0.087
H  6.808  -2.455  -6.537  0.084
H  5.744  0.437  -6.687  0.113
H  6.498  -0.305  -5.251  0.108
H  2.581  -0.153  -4.652  0.113
H  3.775  1.103  -5.001  0.113
H  5.012  0.605  -2.966  0.133
H  4.447  -1.059  -2.972  0.109
H  1.224  2.069  -0.213  0.114
H  2.573  -2.658  -1.198  0.107
H  2.902  -2.262  -2.881  0.078
H  1.240  -2.361  -2.335  0.071
F  1.226  -6.882  3.285  0.126
C  0.418  -5.848  3.479  -0.187
C  -0.566  -5.566  2.627  0.057
N  -1.413  -4.485  2.828  -0.001
C  -2.409  -4.102  1.858  -0.017
C  -2.103  -2.832  1.087  -0.551
O  -2.941  -2.243  0.472  0.121
O  -0.818  -2.411  1.199  -0.238
C  -1.257  -3.631  3.900  -0.483
O  -1.920  -2.615  4.007  0.083
N  -0.286  -3.997  4.797  0.229
C  0.653  -5.036  4.678  -0.383
O  1.527  -5.195  5.482  0.153
H  -0.759  -6.187  1.763  0.150
H  -3.369  -3.928  2.343  0.158
H  -2.546  -4.911  1.139  0.149
H  -0.199  -3.414  5.619  0.179
N  -1.788  -3.264  -2.683  0.180
C  -1.150  -2.880  -1.575  -0.180
N  -1.022  -1.563  -1.491  -0.030
C  -1.620  -1.059  -2.655  -0.192
C  -1.721  0.236  -3.161  -0.007
C  -2.362  0.406  -4.368  -0.046
C  -2.890  -0.680  -5.087  -0.045
C  -2.767  -1.969  -4.622  0.016
C  -2.115  -2.128  -3.403  -0.167
H  -1.974  -4.218  -2.950  0.184
H  -0.795  -3.589  -0.845  0.139
H  -1.292  1.075  -2.648  0.091
H  -2.451  1.402  -4.783  0.119
H  -3.385  -0.499  -6.030  0.121
H  -3.147  -2.815  -5.178  0.127

The value obtained for the relative energy (zero: lowest compared OMol25 entry of this formula, charge and spin) is 11.8 kcal/mol. The HOMO energy is -13.915 eV. Its charge is +2.

2.
ORCA calculation (ωB97M-V/def2-TZVPD) on a structure of composition C31H34N3O3S3SbTl.

Last column: Löwdin charge in e.
Positions of all 76 atoms, in Å:
Tl  1.640  1.206  -1.205  0.418
C  4.656  -0.322  -3.581  -0.065
C  4.458  -0.619  -2.119  -0.315
C  3.757  -1.750  -1.716  -0.051
C  3.534  -2.025  -0.371  -0.302
C  2.751  -3.244  0.044  -0.061
C  4.041  -1.144  0.574  -0.048
C  4.752  -0.003  0.203  -0.285
C  5.269  0.958  1.237  -0.060
C  4.954  0.250  -1.151  -0.058
H  5.640  -0.664  -3.917  0.073
H  4.587  0.752  -3.753  0.025
H  3.899  -0.822  -4.187  0.072
H  3.337  -2.408  -2.471  0.114
H  1.861  -3.368  -0.577  0.070
H  2.427  -3.167  1.084  0.068
H  3.350  -4.153  -0.053  0.071
H  3.861  -1.334  1.629  0.108
H  6.358  0.892  1.315  0.078
H  4.845  0.741  2.219  0.068
H  5.035  1.994  0.971  -0.009
H  5.455  1.163  -1.448  0.115
C  -1.522  -3.500  0.957  -0.061
O  -2.239  -2.460  1.618  -0.126
C  -1.445  -1.784  2.532  -0.246
C  -1.577  -2.071  3.882  -0.023
C  -0.729  -1.486  4.809  -0.105
C  0.270  -0.624  4.372  -0.091
C  0.390  -0.318  3.027  0.008
C  -0.481  -0.874  2.088  -0.179
N  -0.310  -0.592  0.740  0.117
C  -1.303  -0.316  -0.196  -0.418
N  -2.523  0.176  0.323  0.128
C  -2.536  1.343  1.140  -0.191
C  -1.836  2.533  0.868  -0.636
C  -2.050  3.594  1.783  -0.157
C  -2.897  3.505  2.862  -0.124
C  -3.600  2.325  3.113  -0.069
C  -3.402  1.269  2.244  -0.223
O  -4.032  0.044  2.401  -0.122
C  -5.061  -0.039  3.348  -0.106
N  -0.987  -0.433  -1.421  0.142
C  -1.910  -0.217  -2.454  -0.190
C  -3.212  -0.697  -2.437  -0.031
C  -4.059  -0.565  -3.533  -0.119
C  -3.600  0.062  -4.677  -0.121
C  -2.300  0.554  -4.721  -0.034
C  -1.456  0.424  -3.620  -0.227
O  -0.186  0.894  -3.605  -0.168
C  0.196  1.805  -4.625  -0.092
H  -2.202  -3.939  0.230  0.089
H  -1.206  -4.261  1.677  0.089
H  -0.647  -3.100  0.439  0.079
H  -2.349  -2.771  4.179  0.114
H  -0.835  -1.716  5.862  0.089
H  0.948  -0.166  5.082  0.098
H  1.143  0.379  2.679  0.125
H  0.635  -0.421  0.407  0.002
H  -3.042  -0.561  0.781  0.101
H  -1.504  4.508  1.589  0.082
H  -3.013  4.351  3.529  0.087
H  -4.254  2.237  3.968  0.083
H  -5.512  -1.023  3.227  0.087
H  -5.816  0.736  3.185  0.091
H  -4.679  0.052  4.371  0.088
H  -3.569  -1.193  -1.546  0.101
H  -5.072  -0.944  -3.477  0.086
H  -4.243  0.173  -5.543  0.087
H  -1.941  1.046  -5.613  0.093
H  1.145  2.230  -4.308  -0.012
H  -0.545  2.604  -4.713  0.102
H  0.301  1.288  -5.584  0.088
S  3.072  2.919  -2.720  -0.373
Sb  2.921  4.594  -0.969  0.095
S  -0.762  2.879  -0.478  0.434
S  4.954  4.612  0.202  -0.563

Its expectation value of S² is 0.756. Its multiplicity is 2. The value obtained for the relative energy (zero: lowest compared OMol25 entry of this formula, charge and spin) is 21.2 kcal/mol. The HOMO energy (spin up / spin down) is 0.382 / -1.025 eV. Its charge is -2.

3.
ORCA calculation (ωB97M-V/def2-TZVPD) on a cluster of 2 separate species, C31H35BN in total in a non-equilibrium geometry.

Last column: Löwdin charge in e.
Positions of all 68 atoms, in Å:
C  -0.164  0.014  9.115  -0.139
C  -1.483  -0.003  9.865  -0.172
C  -2.366  1.066  9.731  -0.082
C  -3.689  0.962  10.144  -0.078
C  -4.160  -0.211  10.709  -0.079
C  -3.258  -1.248  10.944  -0.060
C  -1.916  -1.118  10.578  -0.029
C  0.768  -1.173  9.321  -0.116
C  2.074  -0.700  9.500  -0.118
C  3.127  -1.545  9.856  -0.006
C  2.853  -2.898  10.014  -0.065
C  1.548  -3.387  9.790  -0.062
C  0.505  -2.534  9.409  -0.056
C  2.066  0.758  9.516  -0.126
C  0.745  1.207  9.387  -0.095
C  0.463  2.543  9.661  -0.017
C  1.527  3.420  9.937  -0.067
C  2.848  2.958  10.016  -0.070
C  3.124  1.604  9.838  -0.007
H  -2.028  1.987  9.288  0.079
H  -4.343  1.823  10.045  0.111
H  -5.191  -0.286  11.037  0.107
H  -3.602  -2.139  11.444  0.105
H  -1.192  -1.876  10.874  0.108
H  4.108  -1.116  10.077  0.115
H  3.626  -3.576  10.358  0.105
H  1.328  -4.444  9.936  0.105
H  -0.488  -2.937  9.216  0.102
H  -0.554  2.922  9.677  0.089
H  1.297  4.475  10.120  0.108
H  3.642  3.647  10.277  0.105
H  4.119  1.178  9.991  0.114
C  -2.633  -1.538  7.280  -0.036
C  -2.910  -1.380  5.806  -0.315
C  -2.680  -2.719  5.133  -0.031
N  -2.048  -0.279  5.139  -0.073
C  -1.989  -0.544  3.677  -0.275
C  -3.202  -0.575  3.030  -0.038
C  -3.212  -0.634  1.644  -0.023
C  -2.005  -0.675  0.959  -0.045
C  -0.795  -0.704  1.641  -0.015
C  -0.773  -0.648  3.040  -0.002
C  -2.773  1.078  5.279  -0.332
C  -2.106  2.095  4.389  -0.030
C  -2.855  1.584  6.695  -0.035
B  -0.514  -0.283  5.407  0.025
H  -0.384  0.040  8.091  0.089
H  -3.380  -2.232  7.732  0.124
H  -1.652  -1.981  7.468  0.075
H  -2.689  -0.601  7.840  0.052
H  -3.964  -1.060  5.641  0.157
H  -3.224  -3.472  5.707  0.103
H  -3.042  -2.780  4.101  0.088
H  -1.625  -3.006  5.148  0.100
H  -4.140  -0.559  3.585  0.134
H  -4.159  -0.644  1.120  0.122
H  -2.019  -0.691  -0.129  0.121
H  0.138  -0.754  1.094  0.123
H  0.168  -0.691  3.608  0.126
H  -3.806  0.886  4.936  0.144
H  -2.551  3.070  4.613  0.103
H  -1.030  2.192  4.567  0.087
H  -2.270  1.888  3.330  0.092
H  -3.061  2.669  6.696  0.112
H  -3.678  1.120  7.243  0.089
H  -1.915  1.468  7.247  0.075
H  -0.093  -1.326  5.900  0.102
H  -0.008  0.789  5.643  0.093

The value obtained for the relative energy (zero: lowest compared OMol25 entry of this formula, charge and spin) is 0.0 kcal/mol. The HOMO energy is -10.303 eV. Its charge is +1.